# 1
{"formula": "C2H5BrN2S", "method": "ωB97M-V/def2-TZVPD", "e_lumo_ev": [-0.50, -0.50], "smiles": "BrN1NCCS1", "e_homo_ev": [-8.53, -8.53], "gap_ev": [8.0310, 8.0321], "elements": ["C", "C", "N", "N", "S", "Br", "H", "H", "H", "H", "H"], "coordinates": [[0.209743, 0.621870, 0.716421], [-1.026398, -0.294319, 0.775312], [1.121464, 0.250794, -0.308589], [0.376917, 0.211398, -1.501717], [-1.414493, -0.845366, -0.867866], [1.199993, -0.828578, -2.928187], [-0.182029, 1.549798, 0.368260], [0.820531, 0.751337, 1.671447], [-1.001287, -1.316476, 1.355750], [-1.793090, 0.469562, 1.081242], [1.688650, -0.570020, -0.362074]], "forces_ev_per_a": [[1.9, -0.8, 1.2], [-1.3, -1.3, 1.0], [-0.2, -0.3, -3.2], [-1.5, -0.2, 0.3], [1.7, 1.0, -1.1], [-0.2, 0.4, 1.2], [-0.1, 1.0, 0.1], [-1.2, -0.2, -1.1], [0.2, 2.6, -0.3], [0.2, -1.5, 0.3], [0.4, -0.7, 1.5]]}

# 2
{"formula": "C10H10N2O", "method": "ωB97M-V/def2-TZVPD", "e_lumo_ev": 0.28, "smiles": "CC(=O)c1nc2ccccc2n1C", "e_homo_ev": -8.83, "gap_ev": 9.1050, "elements": ["C", "C", "C", "C", "C", "C", "C", "C", "C", "C", "H", "H", "H", "H", "H", "H", "H", "H", "H", "H", "N", "N", "O"], "coordinates": [[-1.865924, 0.057087, -3.038533], [-1.852727, -0.429715, -1.656158], [-0.694883, -0.150125, -0.783485], [1.130628, 0.585827, -0.163230], [2.424347, 1.070156, -0.061563], [2.975945, 1.078005, 1.199966], [2.337516, 0.502573, 2.323885], [1.071067, -0.050064, 2.231603], [0.546791, -0.002052, 0.942485], [-1.726251, -1.169619, 1.306439], [-0.925111, -0.194080, -3.505000], [-2.005152, 1.145988, -3.067965], [-2.680963, -0.327888, -3.696400], [2.998909, 1.479552, -0.895547], [3.928523, 1.562313, 1.273016], [2.906938, 0.401988, 3.291092], [0.447918, -0.410400, 3.028318], [-1.942700, -2.261725, 1.026676], [-2.703035, -0.599909, 1.339698], [-1.281736, -1.132191, 2.284140], [0.332609, 0.437448, -1.304345], [-0.745380, -0.380421, 0.564570], [-2.741657, -1.126910, -1.213507]], "forces_ev_per_a": [[-0.6, 0.7, -1.7], [-0.9, -1.3, 0.6], [-2.2, 0.3, -1.4], [1.0, -0.6, -1.3], [0.3, 0.6, 0.3], [-0.1, -0.3, 0.1], [0.8, -0.3, 1.3], [0.7, 0.7, -1.1], [-1.8, 0.0, 1.6], [-1.0, 0.2, 0.3], [0.4, 0.2, -0.2], [0.4, -0.1, 0.1], [0.5, -0.2, 1.0], [-0.5, -0.1, 0.1], [0.5, -0.1, 0.5], [-0.7, 0.5, -1.1], [0.4, -0.2, 0.4], [0.7, 1.8, -0.1], [1.1, -0.8, -0.1], [-0.4, -0.4, 0.8], [0.8, 0.2, 1.8], [1.1, -0.7, -2.0], [-0.5, -0.1, 0.1]]}

# 3
{"formula": "C19H11CrF6N4O4S6", "method": "ωB97M-V/def2-TZVPD", "e_lumo_ev": [2.38, 2.24], "charge": -1, "spin_multiplicity": 5, "e_homo_ev": [-4.46, -4.99], "s_squared": 6.0223, "gap_ev": [6.8351, 7.2260], "elements": ["Cr", "S", "C", "C", "C", "C", "C", "C", "C", "C", "C", "N", "H", "H", "H", "H", "H", "H", "F", "C", "F", "F", "S", "O", "O", "N", "S", "O", "O", "C", "F", "F", "F", "S", "C", "S", "C", "N", "N", "C", "C", "C", "C", "C", "C", "S", "H", "H", "H", "H", "H"], "coordinates": [[0.225468, -0.210663, -0.548350], [-3.873350, 1.499331, 0.130194], [-4.179708, 0.079726, -0.772853], [-3.031038, -0.557043, -1.143033], [-1.834515, 0.077068, -0.688036], [-2.170314, 1.218206, 0.006321], [-1.147936, 2.108312, 0.510877], [-1.382250, 3.289461, 1.220062], [-0.315676, 4.077871, 1.592252], [0.979602, 3.687042, 1.264900], [1.143670, 2.494335, 0.589772], [0.117515, 1.724226, 0.225284], [-5.196129, -0.230973, -0.956693], [-3.051213, -1.476693, -1.710156], [-2.398533, 3.566511, 1.464762], [-0.487556, 4.996149, 2.139359], [1.841057, 4.280990, 1.531788], [2.125014, 2.122385, 0.324794], [2.350693, -5.307434, -1.514166], [1.389886, -4.445937, -1.166770], [0.225089, -4.909323, -1.618846], [1.356623, -4.357203, 0.148717], [1.702592, -2.820325, -1.983482], [0.527458, -2.013075, -1.692480], [1.934120, -3.133788, -3.356675], [3.005176, -2.383918, -1.208914], [3.422550, -0.926140, -0.863838], [2.338536, 0.035902, -1.071844], [4.691093, -0.556648, -1.398809], [3.720286, -0.960060, 0.992597], [3.714329, -2.194847, 1.466564], [4.911064, -0.412634, 1.249658], [2.805545, -0.234587, 1.628498], [-5.573472, -2.805083, 1.261263], [-3.903952, -2.784098, 1.168069], [-2.916517, -1.743007, 2.134450], [-1.475991, -2.299642, 1.321390], [-1.720773, -3.198475, 0.424018], [-3.076364, -3.475181, 0.356303], [-3.451105, -4.385195, -0.673691], [-2.734776, -4.366463, -1.865680], [-3.070679, -5.248844, -2.878468], [-4.113545, -6.149065, -2.709562], [-4.812807, -6.167545, -1.512275], [-4.485879, -5.291473, -0.487969], [0.056876, -1.614787, 1.699083], [-1.910920, -3.677597, -1.978237], [-2.507661, -5.231365, -3.802552], [-4.374480, -6.837035, -3.503459], [-5.621297, -6.871949, -1.364630], [-5.029524, -5.303331, 0.443308]], "forces_ev_per_a": [[0.0, -0.5, -0.2], [0.0, 0.0, 0.0], [0.0, 0.0, 0.0], [0.0, 0.0, 0.1], [0.0, 0.1, -0.1], [0.2, 0.0, -0.1], [0.0, 0.0, 0.0], [0.0, 0.0, 0.0], [0.0, 0.0, 0.0], [0.0, -0.1, 0.0], [0.0, 0.0, 0.1], [0.0, 0.1, 0.1], [0.0, 0.0, 0.0], [0.0, -0.1, 0.0], [0.0, 0.0, 0.0], [0.0, 0.0, 0.0], [0.0, 0.0, 0.0], [0.0, 0.0, 0.0], [0.0, 0.1, 0.0], [-0.1, -0.1, 0.1], [0.1, 0.0, 0.0], [0.0, 0.1, -0.1], [0.2, 0.0, 0.2], [-0.1, 0.1, 0.0], [0.0, 0.0, 0.0], [-0.1, 0.0, 0.0], [0.0, -0.1, -0.2], [-0.1, 0.1, 0.4], [0.0, 0.0, 0.0], [0.1, 0.0, 0.1], [0.0, 0.0, 0.0], [0.0, 0.0, -0.1], [-0.1, 0.0, 0.0], [0.1, 0.0, 0.0], [-0.2, 0.0, 0.0], [-0.1, 0.0, 0.0], [0.1, 0.1, -0.1], [0.1, 0.0, 0.1], [0.1, 0.0, 0.0], [-0.1, 0.0, 0.0], [0.0, 0.0, 0.0], [0.0, 0.0, 0.0], [0.0, 0.0, 0.0], [0.0, 0.0, 0.0], [0.0, 0.0, 0.0], [0.2, 0.1, 0.0], [0.0, 0.0, 0.0], [0.0, 0.0, 0.0], [0.0, 0.0, 0.0], [0.0, 0.0, 0.0], [0.0, 0.0, 0.0]]}

# 4
{"formula": "C40H80O24", "method": "ωB97M-V/def2-TZVPD", "e_lumo_ev": 0.55, "smiles": "CCOC(=O)OC.CCOC(=O)OC.CCOC(=O)OC.CCOC(=O)OC.CCOC(C)=O.CCOC(C)=O.CCOC(C)=O.CCOC(C)=O.CCOC(C)=O.CCOC(C)=O", "e_homo_ev": -10.15, "gap_ev": 10.6987, "elements": ["C", "C", "O", "C", "O", "O", "C", "H", "H", "H", "H", "H", "H", "H", "H", "C", "C", "O", "C", "O", "O", "C", "H", "H", "H", "H", "H", "H", "H", "H", "C", "C", "O", "C", "O", "O", "C", "H", "H", "H", "H", "H", "H", "H", "H", "C", "C", "O", "C", "O", "O", "C", "H", "H", "H", "H", "H", "H", "H", "H", "O", "C", "O", "C", "C", "C", "H", "H", "H", "H", "H", "H", "H", "H", "O", "C", "O", "C", "C", "C", "H", "H", "H", "H", "H", "H", "H", "H", "O", "C", "O", "C", "C", "C", "H", "H", "H", "H", "H", "H", "H", "H", "O", "C", "O", "C", "C", "C", "H", "H", "H", "H", "H", "H", "H", "H", "O", "C", "O", "C", "C", "C", "H", "H", "H", "H", "H", "H", "H", "H", "O", "C", "O", "C", "C", "C", "H", "H", "H", "H", "H", "H", "H", "H"], "coordinates": [[1.652498, -3.343058, -3.648132], [0.715877, -4.336654, -4.290046], [1.377750, -5.606903, -4.285931], [0.673118, -6.629251, -4.781535], [-0.415808, -6.556211, -5.274702], [1.403388, -7.742856, -4.659273], [0.827179, -8.960798, -5.135332], [2.095493, -3.748255, -2.737541], [1.060398, -2.476433, -3.344591], [2.474819, -2.964407, -4.254946], [0.441313, -4.098903, -5.316721], [-0.199708, -4.366428, -3.696584], [-0.124646, -9.170495, -4.655391], [1.549469, -9.744191, -4.922221], [0.730580, -8.929121, -6.222675], [-2.055609, 2.497391, -0.458903], [-3.183342, 1.807761, -1.206954], [-2.746035, 0.620878, -1.884393], [-3.604638, 0.162854, -2.765589], [-4.602726, 0.696514, -3.136290], [-3.130569, -0.982774, -3.183184], [-3.949648, -1.747215, -4.047048], [-1.198089, 2.769366, -1.066742], [-1.744832, 1.807495, 0.325541], [-2.461611, 3.342127, 0.097706], [-3.654328, 2.461768, -1.945812], [-3.973533, 1.604961, -0.474381], [-4.499503, -2.494799, -3.483244], [-3.290046, -2.238750, -4.765151], [-4.567972, -1.112511, -4.680593], [4.319078, -2.793298, -0.168487], [3.584266, -3.191555, 1.110361], [2.185998, -2.959865, 0.992868], [1.437891, -3.974326, 0.611961], [1.797259, -5.098028, 0.531727], [0.218779, -3.524577, 0.356943], [-0.691597, -4.477079, -0.213056], [4.293613, -1.716213, -0.273465], [3.774870, -3.252875, -1.002264], [5.321081, -3.216031, -0.212781], [4.028398, -2.567120, 1.889324], [3.767948, -4.218497, 1.422909], [-1.244094, -4.918870, 0.620292], [-0.164547, -5.324883, -0.643302], [-1.354100, -3.942121, -0.881574], [-4.768502, 0.823598, 3.262324], [-3.685283, 1.201272, 4.250776], [-3.637327, 2.615985, 4.496824], [-3.154304, 3.390894, 3.533539], [-2.571574, 3.042961, 2.532774], [-3.448681, 4.663972, 3.832235], [-3.316997, 5.604891, 2.807184], [-4.562708, 1.160676, 2.241786], [-5.727471, 1.278855, 3.528293], [-4.890527, -0.255678, 3.173225], [-2.699496, 0.977676, 3.840412], [-3.849303, 0.677071, 5.182605], [-2.375931, 5.508955, 2.276182], [-3.324287, 6.608911, 3.249674], [-4.215896, 5.674060, 2.188348], [2.399967, 1.313517, 1.533804], [1.223839, 1.257164, 1.357013], [0.647977, 0.921073, 0.230383], [1.401501, 0.468181, -0.893859], [2.325225, 1.537387, -1.471739], [0.254555, 1.600419, 2.434126], [0.689597, 0.134310, -1.653931], [1.968267, -0.435964, -0.651446], [2.560479, 1.441151, -2.528016], [3.218934, 1.534131, -0.845038], [1.927354, 2.549718, -1.350337], [0.626097, 1.718834, 3.442574], [-0.664886, 1.012769, 2.492154], [-0.152268, 2.577102, 2.129855], [5.236065, 2.787997, -3.784802], [6.369606, 3.106070, -3.939236], [7.373931, 2.556529, -3.285462], [7.099454, 1.684480, -2.171325], [6.429079, 2.416331, -1.051297], [6.827299, 4.044376, -5.022923], [8.046171, 1.213384, -1.920567], [6.466662, 0.885639, -2.573024], [5.433718, 2.701985, -1.416585], [6.948762, 3.299158, -0.694842], [6.087339, 1.781734, -0.227306], [7.633106, 3.576395, -5.578663], [7.096448, 5.012619, -4.605774], [5.952505, 4.200385, -5.647669], [-4.313201, -2.787449, -1.048334], [-4.816376, -1.992581, -0.298044], [-4.154206, -1.245956, 0.580207], [-2.737418, -1.387721, 0.744566], [-2.427047, -2.349497, 1.882037], [-6.306182, -1.877550, -0.126471], [-2.331250, -0.403765, 0.962579], [-2.218144, -1.804409, -0.118936], [-3.072352, -2.260283, 2.757283], [-1.437578, -2.138623, 2.294067], [-2.405983, -3.370343, 1.516423], [-6.702430, -0.997296, -0.640366], [-6.572084, -1.754110, 0.922314], [-6.784370, -2.748644, -0.557497], [-2.047730, 0.733669, -5.493216], [-1.327537, 1.629989, -5.181372], [-0.092506, 1.755352, -5.640609], [0.386910, 0.685065, -6.450328], [0.683653, -0.608954, -5.715102], [-1.815988, 2.788358, -4.365637], [1.276294, 1.084986, -6.931971], [-0.337466, 0.497682, -7.247368], [0.999985, -1.304495, -6.487866], [-0.160525, -0.912907, -5.102649], [1.515110, -0.404262, -5.035236], [-2.284015, 3.498314, -5.052203], [-0.973198, 3.269717, -3.874930], [-2.613087, 2.447303, -3.721810], [-1.009801, 0.361332, 5.822161], [-0.608544, -0.695436, 5.406783], [-1.233959, -1.858900, 5.609913], [-2.460613, -1.889845, 6.346206], [-2.199525, -1.883561, 7.849578], [0.790367, -0.830877, 4.863201], [-2.795462, -2.913572, 6.148349], [-3.265989, -1.255830, 5.987548], [-1.563069, -1.048934, 8.146808], [-1.770557, -2.838758, 8.138301], [-3.123577, -1.739897, 8.413748], [0.729170, -0.623319, 3.792496], [1.317385, -1.737354, 5.126100], [1.304667, 0.062323, 5.217206], [3.016625, 6.526249, 4.469741], [2.656972, 5.559832, 3.864641], [1.797965, 4.658517, 4.328471], [1.254230, 4.871149, 5.659951], [0.697451, 3.508023, 6.055363], [3.206806, 5.140318, 2.528025], [0.458337, 5.588925, 5.481118], [2.031674, 5.166532, 6.360572], [-0.255253, 3.416504, 5.528294], [0.536604, 3.360409, 7.121438], [1.335283, 2.680554, 5.744018], [2.721907, 5.672050, 1.705406], [3.163293, 4.077928, 2.292071], [4.263752, 5.407374, 2.479902]], "forces_ev_per_a": [[0.0, 0.6, 0.3], [0.1, 0.2, 0.0], [0.0, -0.5, 0.1], [0.4, -0.1, -0.1], [-0.5, 0.0, -0.1], [0.2, 0.1, 0.3], [0.2, 0.0, -0.5], [-0.1, -0.2, 0.0], [0.0, 0.1, 0.0], [-0.1, -0.3, -0.3], [0.0, 0.2, 0.0], [0.0, -0.3, -0.1], [-0.1, 0.1, 0.0], [0.0, 0.1, 0.3], [-0.3, 0.1, 0.1], [-0.4, -0.9, 0.3], [-0.3, 1.3, 0.0], [0.7, 0.9, 1.5], [0.3, -0.6, -0.4], [-1.2, 0.6, -0.1], [0.5, -1.0, -0.1], [0.2, -0.2, -1.3], [0.0, 0.1, -0.1], [0.4, 0.1, -0.1], [0.0, 0.2, -0.3], [0.1, 0.0, 0.1], [0.1, -0.5, -0.2], [-0.2, 0.1, 0.1], [0.2, -0.1, 0.3], [-0.3, 0.1, 0.4], [-1.0, -1.0, -0.3], [1.4, -0.1, 0.2], [0.3, 1.4, 0.4], [-0.3, 0.7, 0.1], [0.5, -2.0, -0.3], [-0.4, 0.4, -0.5], [0.0, -0.6, 1.0], [0.2, 0.2, -0.1], [0.1, 0.2, -0.1], [0.1, 0.3, 0.2], [-0.8, 0.1, 0.3], [-0.1, -0.1, -0.3], [-0.3, 0.1, -0.2], [0.1, 0.3, -0.5], [0.0, 0.0, -0.1], [-0.4, 0.4, -0.6], [0.6, -0.1, -1.2], [-0.5, 0.3, 0.4], [-0.2, 0.1, -0.4], [-0.2, -0.1, 0.4], [-0.2, -0.7, 0.8], [0.0, 1.8, -0.2], [0.3, 0.1, 0.2], [0.0, -0.2, 0.2], [0.0, -0.1, 0.3], [-0.1, -0.5, 0.2], [0.2, 0.4, 0.4], [-0.2, -0.3, -0.4], [0.3, -0.4, 0.4], [0.3, -0.8, -0.4], [1.9, 0.0, -0.1], [-0.2, -0.4, 1.3], [-1.2, -0.5, -1.0], [0.5, -0.1, -1.1], [0.2, 0.4, 0.9], [-1.6, 1.0, -0.2], [-0.4, 0.3, 0.4], [0.0, 0.2, 0.4], [0.1, -0.4, 0.0], [0.2, 0.1, -0.4], [-0.4, -0.2, 0.0], [0.6, -0.1, -0.1], [0.3, -0.4, -0.3], [0.1, 0.0, 0.2], [-1.9, -0.3, 0.4], [0.7, -0.1, -1.0], [1.5, 0.2, 0.8], [-0.3, -0.7, -0.6], [-1.7, 0.0, 0.1], [-0.6, 0.0, 0.2], [0.2, 0.3, 0.0], [-0.1, 0.1, 0.3], [0.4, 0.5, -0.1], [0.2, -0.1, 0.1], [0.9, -0.2, 0.1], [0.2, 0.3, 0.0], [0.4, -0.1, 0.0], [0.1, 0.0, -0.2], [0.5, 0.1, -0.2], [-0.5, -1.0, 0.3], [0.2, 0.7, 0.1], [0.6, -0.6, 0.5], [0.3, 0.2, 0.5], [-0.2, 0.6, -0.1], [-0.2, 0.2, -0.1], [-0.5, 0.4, -0.4], [-0.4, 0.0, -0.2], [0.2, 0.0, -0.3], [-0.3, -0.1, 0.2], [0.2, 0.0, -0.1], [0.1, -0.1, 0.0], [0.0, -0.1, 0.0], [-0.8, -1.4, -0.2], [-0.7, 0.9, -0.1], [0.9, 0.3, 0.5], [-0.3, -0.2, -0.9], [0.5, 1.2, 0.3], [0.5, 0.2, -0.4], [0.1, 0.0, 0.1], [-0.1, 0.0, 0.1], [-0.1, -0.5, 0.3], [-0.1, -0.4, -0.3], [0.1, -0.3, 0.0], [0.2, 0.0, -0.1], [-0.2, 0.1, 0.3], [0.1, 0.0, 0.3], [-0.8, 0.3, -0.4], [1.0, 0.0, 1.6], [0.0, 0.1, -0.8], [-0.2, -1.7, 0.6], [-0.2, 0.8, 0.0], [-0.5, 1.0, -0.6], [-0.2, 0.2, -0.3], [0.5, 0.6, -0.1], [0.2, -0.1, -0.1], [0.2, 0.1, 0.1], [-0.1, -0.2, -0.2], [0.2, -0.7, -0.2], [-0.1, -0.2, -0.2], [0.2, -0.2, 0.3], [0.0, 0.7, 0.3], [0.5, -0.8, -0.5], [-0.2, -0.3, 0.3], [0.2, -1.1, -0.4], [-0.6, 0.1, -0.4], [0.6, 0.1, -0.7], [0.1, 0.3, 0.8], [0.0, 0.6, -0.3], [0.0, -0.5, 0.2], [-0.1, 0.4, 0.1], [0.2, 0.2, -0.2], [-0.1, 0.1, 0.2], [-0.4, -0.1, 0.4], [-0.1, 0.2, 0.1]]}

Computed values of energy relative to the best compared isomer or geometry (same formula, charge and spin) (unit: kcal/mol) for the preceding records, in sequence: 50.24 12.68 2.84 22.21.